# 1
C20H41B3Cl20F3N3O4 | the ωB97M-V functional and the def2-TZVPD basis

DFT total energy   -294694.9206 eV
Lowest unoccupied orbital energy   -0.02964 Ha
Energy relative to the best compared isomer or geometry (same formula, charge and spin)   143.6 kcal/mol
HOMO level   -9.7 eV
HOMO-LUMO gap   8.9 eV

Cartesian coordinates (Å):
H 1.063 2.596 -2.380
N 0.709 3.498 -2.777
C -0.120 3.121 -3.836
N -0.829 4.221 -4.594
N -0.264 1.636 -4.091
C -0.099 1.271 -5.551
C 0.997 0.021 -5.740
C 1.054 -0.769 -4.290
C 1.771 -2.269 -4.391
B 1.046 -3.190 -3.224
O 1.867 -3.820 -2.135
B 1.320 -3.163 -0.900
C 2.345 -2.293 0.053
C 3.421 -3.288 0.806
C 4.404 -2.289 1.708
C 5.957 -2.789 1.536
O 6.900 -1.927 2.267
O -0.140 -3.297 -0.575
B -0.874 -2.879 -1.794
C -2.120 -1.790 -1.639
F -2.892 -1.577 -2.887
F -1.613 -0.453 -1.154
F -3.044 -2.288 -0.574
O -0.425 -3.430 -3.121
H -0.093 4.972 -4.724
H -1.504 4.646 -3.894
H -1.144 1.242 -3.677
H 0.182 2.194 -6.234
H -1.145 0.819 -5.902
H 2.052 0.471 -6.037
H 0.646 -0.740 -6.575
H 1.620 -0.168 -3.450
H -0.083 -0.998 -4.009
H 1.689 -2.709 -5.474
H 2.903 -2.152 -4.057
H 1.658 -1.699 0.826
H 2.883 -1.472 -0.601
H 4.028 -3.950 0.050
H 2.792 -4.025 1.475
H 4.265 -1.183 1.285
H 4.003 -2.335 2.811
H 6.089 -3.880 1.972
H 6.211 -2.768 0.390
H 6.429 -1.151 2.712
Cl -3.171 4.644 -1.927
C -2.594 3.791 -0.490
Cl -1.487 4.802 0.447
H -3.450 3.527 0.135
H -2.070 2.884 -0.802
Cl -6.759 -2.480 2.047
C -4.994 -2.498 2.138
Cl -4.425 -3.791 3.200
H -4.587 -2.655 1.136
H -4.649 -1.538 2.530
Cl 2.279 6.976 -4.398
C 2.857 6.123 -2.961
Cl 3.963 7.134 -2.024
H 2.000 5.859 -2.336
H 3.380 5.216 -3.273
Cl 9.605 1.222 3.203
C 10.068 -0.398 2.667
Cl 11.744 -0.756 3.102
H 9.413 -1.131 3.143
H 9.962 -0.458 1.581
Cl 5.288 -1.102 4.834
C 5.740 -2.770 5.207
Cl 5.952 -2.997 6.948
H 4.952 -3.440 4.854
H 6.679 -3.006 4.701
Cl -1.857 6.354 4.610
C -3.122 6.121 3.397
Cl -4.511 5.270 4.082
H -3.448 7.098 3.031
H -2.717 5.534 2.570
Cl 6.137 1.630 4.667
C 6.378 2.627 6.107
Cl 5.135 3.877 6.230
H 6.331 1.990 6.993
H 7.359 3.105 6.048
Cl -8.560 1.825 1.622
C -7.982 0.972 3.059
Cl -6.876 1.983 3.997
H -8.839 0.708 3.684
H -7.459 0.065 2.748
Cl -10.458 -6.454 -0.062
C -9.405 -5.075 0.275
Cl -10.054 -4.084 1.587
H -8.417 -5.444 0.563
H -9.321 -4.462 -0.626
Cl -10.128 -0.347 0.072
C -9.650 -1.349 -1.304
Cl -8.298 -2.407 -0.881
H -10.500 -1.963 -1.609
H -9.348 -0.699 -2.129


# 2
C26H18BrIN5O5Ta | the ωB97M-V functional and the def2-TZVPD basis

DFT total energy   -124621.6586 eV
Lowest unoccupied orbital energy   -0.27619 Ha
Energy relative to the best compared isomer or geometry (same formula, charge and spin)   0.0 kcal/mol
HOMO level   -13.5 eV
Total charge   +2
HOMO-LUMO gap   6.0 eV

Cartesian coordinates (Å):
Ta -0.714 0.022 0.373
O -2.185 1.640 0.402
C -2.433 2.655 1.377
C -3.637 3.314 1.349
C -3.856 4.315 2.290
C -2.884 4.617 3.228
C -1.683 3.920 3.236
C -1.436 2.930 2.298
C -0.166 2.126 2.275
O -0.504 0.775 2.084
N 0.684 2.514 1.122
N 1.061 1.427 0.354
C 2.122 1.478 -0.367
C 2.534 0.409 -1.226
Br 1.476 -1.171 -1.028
C 3.547 0.543 -2.105
C 4.136 -0.341 -3.082
C 4.061 -1.740 -3.039
C 4.655 -2.494 -4.032
C 5.318 -1.869 -5.084
C 5.413 -0.485 -5.131
C 4.843 0.274 -4.127
H -2.955 1.531 -0.178
H -4.400 3.069 0.618
H -4.796 4.849 2.285
H -3.062 5.390 3.962
H -0.930 4.143 3.982
H 0.379 2.224 3.216
H 1.450 3.129 1.371
H 2.747 2.368 -0.351
H 3.970 1.546 -2.101
H 3.592 -2.254 -2.213
H 4.614 -3.573 -3.986
H 5.776 -2.468 -5.860
H 5.943 -0.001 -5.939
H 4.929 1.353 -4.152
O -1.826 -0.207 -1.368
N -0.880 0.658 -1.696
C -0.792 1.195 -2.855
C -1.725 0.892 -3.896
N -2.482 0.655 -4.725
C 0.289 2.117 -3.059
N 1.174 2.827 -3.224
I -3.343 -6.962 4.908
C -2.761 -5.331 3.787
C -3.706 -4.363 3.433
C -3.322 -3.275 2.686
C -1.983 -3.148 2.284
C -1.037 -4.122 2.639
C -1.426 -5.207 3.389
C -1.591 -2.024 1.513
O -0.349 -1.826 1.095
O -2.357 -1.068 1.125
H -4.735 -4.474 3.747
H -4.043 -2.519 2.405
H -0.007 -4.017 2.323
H -0.707 -5.963 3.669


# 3
C5H4O2 | the ωB97M-V functional and the def2-TZVPD basis

DFT total energy   -9340.6162 eV
Lowest unoccupied orbital energy   0.02708 Ha
Energy relative to the best compared isomer or geometry (same formula, charge and spin)   82.2 kcal/mol
HOMO level   -9.8 eV
HOMO-LUMO gap   10.6 eV

Cartesian coordinates (Å):
C 1.072 0.130 -0.036
C -0.234 0.504 -0.986
C -0.221 0.237 1.041
C -0.985 -1.022 0.544
C -1.087 -0.734 -0.755
H -0.098 0.857 -2.033
H -0.190 0.562 2.166
H -1.097 -1.984 1.126
H -1.515 -1.378 -1.367
O 2.158 -0.419 -0.053
O -0.704 1.326 0.211


# 4
C4H4N2OS | the ωB97M-V functional and the def2-TZVPD basis

DFT total energy   -20074.3775 eV
Lowest unoccupied orbital energy   -0.02440 Ha
Energy relative to the best compared isomer or geometry (same formula, charge and spin)   31.2 kcal/mol
HOMO level   -9.0 eV
HOMO-LUMO gap   8.3 eV

Cartesian coordinates (Å):
N 1.458 2.933 0.015
C 0.966 1.889 0.027
C 0.316 0.570 0.111
C -1.034 0.644 0.001
N -1.861 -0.435 -0.235
C 1.168 -0.611 0.123
O 0.526 -1.806 0.220
S 2.832 -0.536 -0.128
H -1.544 1.635 0.214
H -2.881 -0.585 -0.177
H -1.281 -1.345 -0.069
H 1.335 -2.352 -0.103


Q: Among the records above, which one has the lowest lowest unoccupied orbital energy?
A: C26H18BrIN5O5Ta